10
Properties=species:S:1:pos:R:3:forces:R:3 method="wB97M-V/def2-TZVPD" multiplicity=1 smiles="CC(=O)CCl" lumo_ev=0.786 e_above_lowest_ev=1.4561
C -0.687 1.132 -0.023 -3.168 -0.763 0.284
C -0.464 -0.425 -0.012 -4.988 2.756 -1.206
O -1.422 -1.203 -0.022 1.675 1.380 0.199
C 0.830 -0.935 -0.025 1.560 -0.961 -3.503
Cl 2.296 -0.134 -0.028 2.563 2.796 -0.615
H -1.771 1.331 -0.410 1.779 -0.573 1.041
H -0.108 1.781 -0.613 1.453 0.048 -1.216
H -0.573 1.600 0.962 -0.260 -0.526 0.183
H 0.968 -1.775 -0.649 -0.535 -0.800 -1.325
H 0.932 -1.372 0.819 -0.079 -3.357 6.158